(1)
Computed, not measured: an isolated ion of composition C5H13N2 and charge +1 at a distorted geometry, with the ωB97M-V functional and the def2-TZVPD basis.

```
20
Properties=species:S:1:pos:R:3
C 0.1597 2.7070 0.3780
C -0.2226 1.4088 0.1650
N -1.5187 0.9145 0.6313
C 0.6742 0.3416 -0.4045
C 0.3513 -1.1032 0.1117
C 1.5799 -2.0122 -0.0448
N -0.8602 -1.5888 -0.6919
H 1.0068 3.1158 -0.1693
H -0.2835 3.3371 1.1301
H -1.6409 0.9218 1.5658
H -2.1316 1.5302 0.2226
H 1.7494 0.6294 -0.2294
H 0.5028 0.2509 -1.5064
H 0.0310 -1.1410 1.3012
H 1.6127 -2.1168 -1.2066
H 1.4722 -3.0602 0.3545
H 2.5199 -1.5943 0.2468
H -1.0401 -2.6180 -0.3552
H -1.6496 -0.9496 -0.3936
H -0.7526 -1.6367 -1.7694
```

The energy above the lowest of the compared OMol25 structures with the same formula, charge and spin comes out at 2.7405 eV. The value obtained for the HOMO-LUMO gap is 9.8 eV. The charge is +1. As for the SMILES: C=C(N)C[C@H](C)[NH3+]. For the HOMO energy, the calculation gives -13.1 eV.


(2)
Computed, not measured: C50H43N2O3P2RuS2Si as an isolated structure at a distorted geometry, with the ωB97M-V functional and the def2-TZVPD basis.

```
104
Properties=species:S:1:pos:R:3
Ru -0.3235 -0.4357 -0.2767
S -2.0893 0.2206 -2.1744
P -3.1436 -0.7815 -0.7770
C -2.2293 -0.9640 0.7016
P -2.1828 0.4063 1.7906
S -0.9257 1.8448 1.1685
C -1.4291 -0.3543 3.2702
C -0.1157 -0.7819 3.1135
C 0.5378 -1.4298 4.1405
C -0.1197 -1.6414 5.3417
C -1.4224 -1.2011 5.5099
C -2.0839 -0.5595 4.4758
C -3.7435 1.1468 2.3651
C -3.8563 2.5290 2.4377
C -5.0415 3.0983 2.8642
C -6.1114 2.2896 3.2117
C -5.9989 0.9098 3.1369
C -4.8175 0.3328 2.7118
C -3.4103 -2.4316 -1.4834
C -2.6649 -3.5202 -1.0585
C -2.8467 -4.7540 -1.6581
C -3.7628 -4.8935 -2.6870
C -4.4868 -3.7966 -3.1320
C -4.3079 -2.5620 -2.5367
C -4.8297 -0.1524 -0.5567
C -5.1421 1.1774 -0.7970
C -6.4197 1.6339 -0.5245
C -7.3737 0.7673 -0.0160
C -7.0534 -0.5579 0.2346
C -5.7801 -1.0207 -0.0279
H 0.3877 -0.5923 2.1584
H 1.5545 -1.7682 4.0082
H 0.3846 -2.1575 6.1441
H -1.9330 -1.3724 6.4478
H -3.1055 -0.2248 4.6009
H -3.0093 3.1432 2.1641
H -5.1295 4.1730 2.9262
H -7.0366 2.7367 3.5411
H -6.8373 0.2856 3.4108
H -4.7199 -0.7429 2.6426
H -1.9502 -3.3923 -0.2604
H -2.2695 -5.6005 -1.3155
H -3.9084 -5.8572 -3.1523
H -5.1907 -3.9032 -3.9454
H -4.8563 -1.6945 -2.8834
H -4.3857 1.8326 -1.2087
H -6.6738 2.6670 -0.7069
H -8.3701 1.1249 0.1946
H -7.7960 -1.2294 0.6402
H -5.5128 -2.0522 0.1637
O 1.0860 0.7697 -1.3556
Si 2.3033 1.7518 -1.3863
C 2.0508 3.6358 -1.4796
C 2.5323 4.3876 -2.5464
C 2.3953 5.7653 -2.5693
C 1.7698 6.4194 -1.5218
C 1.2876 5.6848 -0.4512
C 1.4266 4.3082 -0.4333
C 3.2884 1.4404 0.2316
C 4.3264 2.2551 0.6574
C 5.0170 1.9564 1.8200
C 4.6943 0.8263 2.5525
C 3.6481 0.0166 2.1488
C 2.9491 0.3362 0.9987
C 3.4600 1.1901 -2.7971
C 4.7727 1.6377 -2.8729
C 5.6048 1.2274 -3.9042
C 5.1281 0.3595 -4.8726
C 3.8199 -0.0898 -4.8092
C 2.9959 0.3211 -3.7759
H 3.0264 3.8887 -3.3692
H 2.7834 6.3357 -3.4021
H 1.6582 7.4953 -1.5375
H 0.8098 6.1876 0.3775
H 1.0462 3.7365 0.4022
H 4.5874 3.1369 0.0879
H 5.8148 2.6032 2.1526
H 5.2530 0.5784 3.4436
H 3.3831 -0.8630 2.7206
H 2.1009 -0.2784 0.6778
H 5.1415 2.3252 -2.1233
H 6.6246 1.5809 -3.9477
H 5.7730 0.0383 -5.6772
H 3.4424 -0.7575 -5.5700
H 1.9725 -0.0212 -3.7214
O 6.4656 -0.3845 -1.2962
C 6.0370 -1.6209 -1.7355
N 4.6917 -1.9037 -1.2567
C 4.2754 -3.1498 -0.9496
O 4.9349 -4.1492 -1.1418
C 2.9234 -3.1902 -0.3044
C 2.7387 -4.0218 0.8038
C 1.4806 -4.0552 1.3925
C 0.4721 -3.2744 0.8711
N 0.6269 -2.4945 -0.2169
C 1.8445 -2.4746 -0.7953
H 5.9266 0.3101 -1.7094
H 6.7153 -2.3765 -1.3204
H 6.0502 -1.6984 -2.8365
H 4.1251 -1.1059 -1.0051
H 3.5648 -4.6099 1.1695
H 1.2753 -4.7000 2.2330
H -0.5156 -3.2947 1.3172
H 1.9260 -1.8861 -1.7053
```

The energy above the lowest of the compared OMol25 structures with the same formula, charge and spin comes out at 1.4804 eV. The value obtained for the HOMO-LUMO gap (alpha / beta) is 6.5 / 6.8 eV. For the HOMO energy (alpha / beta), the calculation gives -8.0 / -8.0 eV. Its spin multiplicity is 2.


(3)
Computed, not measured: C26H22ClMnNOP as an isolated structure at a distorted geometry, with the ωB97M-V functional and the def2-TZVPD basis.

```
53
Properties=species:S:1:pos:R:3
Mn 0.1075 1.1919 0.0542
Cl -1.9992 2.0375 0.0744
C 1.0562 0.3557 1.3851
O 1.5726 0.0245 2.3842
P -0.2858 -1.0305 -0.7210
C 0.5385 -1.4749 -2.2988
C 0.1815 -2.4672 0.3307
C -2.0707 -1.3529 -1.0028
C -0.7606 -3.3475 0.8830
C -0.3397 -4.4664 1.6058
C 1.0221 -4.7130 1.7942
C 1.9669 -3.8239 1.2679
C 1.5503 -2.7001 0.5533
H -1.8264 -3.1723 0.7438
H -1.0850 -5.1487 2.0152
H 1.3499 -5.5942 2.3493
H 3.0326 -4.0057 1.4138
H 2.2962 -2.0116 0.1500
C 0.8732 -0.4599 -3.2144
C 1.5799 -0.7665 -4.3766
C 1.9119 -2.0908 -4.6721
C 1.5292 -3.1148 -3.7958
C 0.8439 -2.8086 -2.6179
H 0.5886 0.5693 -3.0127
H 1.8699 0.0388 -5.0546
H 2.4631 -2.3285 -5.5853
H 1.7669 -4.1530 -4.0254
H 0.5609 -3.6130 -1.9368
C -2.5421 -1.9266 -2.1892
C -3.9100 -2.1676 -2.3529
C -4.8178 -1.8055 -1.3524
C -4.3494 -1.2307 -0.1663
C -2.9845 -1.0307 0.0193
H -1.8380 -2.1969 -2.9778
H -4.2638 -2.6375 -3.2708
H -5.8874 -1.9705 -1.4937
H -5.0461 -0.9353 0.6199
H -2.6289 -0.5898 0.9501
H 1.1535 1.3975 -1.1501
H 0.2143 1.7121 -1.5433
N 0.7255 2.8552 0.8659
C 0.8947 3.7647 1.5813
C 1.1073 4.8610 2.4385
C 2.2865 5.6183 2.3187
C 2.5010 6.6937 3.1788
C 1.5485 7.0124 4.1542
C 0.3740 6.2584 4.2734
C 0.1467 5.1819 3.4174
H 3.0150 5.3472 1.5537
H 3.4163 7.2787 3.0823
H 1.7224 7.8541 4.8283
H -0.3712 6.5031 5.0330
H -0.7610 4.5790 3.4911
```

The value obtained for the HOMO-LUMO gap (alpha / beta) is 6.0 / 5.0 eV. The charge is +2. For the HOMO energy (alpha / beta), the calculation gives -14.7 / -14.7 eV. Its spin multiplicity is 5.